Entry 1:
Entry from the Open Molecules 2025 dataset: a single CH5NOS molecule in a non-equilibrium geometry (ωB97M-V/def2-TZVPD).

Summary:
Highest occupied orbital energy (eV): -9.96
Energy (Ha): -569.153861
Maximum force (Eh/bohr): 0.12537
Relative energy (zero: lowest compared OMol25 entry of this formula, charge and spin) (kcal per mole): 84.3
Total charge: 0
SMILES: C[S@H](=N)=O

Geometry (Å):
C: -0.744270 0.459158 0.400310
N: 1.553318 0.007773 -1.124895
O: -0.890096 -1.067334 -1.860519
S: 0.223389 -0.648629 -0.723908
H: -1.754454 0.019553 0.752738
H: -0.194830 0.618422 1.361950
H: -0.994716 1.235026 -0.316421
H: 1.339371 0.716819 -1.721223
H: 0.629621 -1.692388 -0.029645

Atomic forces in eV per Å
C -1.261 -2.272 1.184
N -0.216 -3.330 2.537
O 4.304 1.360 4.603
S -4.319 0.461 -4.763
H 1.607 0.241 -0.988
H -0.040 0.620 -1.299
H 0.377 0.610 0.467
H -0.462 2.865 -2.305
H 0.011 -0.554 0.563



Entry 2:
Entry from the Open Molecules 2025 dataset: 2 unconnected molecules or ions with the total composition CH5NOS in a non-equilibrium geometry (ωB97M-V/def2-TZVPD).

Summary:
Highest occupied orbital energy (eV): -9.73
Energy (Ha): -569.249791
Maximum force (Eh/bohr): 0.11805
Relative energy (zero: lowest compared OMol25 entry of this formula, charge and spin) (kcal per mole): 24.1
Total charge: 0
SMILES: NC=O.S

Geometry (Å):
S: -4.178047 1.237706 3.228698
H: -5.240382 0.306571 3.456155
H: -4.574929 1.656484 2.024147
C: 1.798197 -0.515866 -0.967338
N: 2.788359 -0.461587 -1.871130
O: 1.837361 -1.482067 -0.193685
H: 1.325140 0.396901 -0.887038
H: 3.517302 -1.298210 -2.092138
H: 2.726996 0.160067 -2.697672

Atomic forces in eV per Å
S -1.096 -1.188 0.626
H 1.366 1.367 -0.583
H -0.272 -0.178 -0.042
C 3.714 -4.512 1.641
N 3.042 -1.007 -3.990
O -1.681 1.587 -0.401
H -2.103 1.842 0.336
H -2.897 2.474 1.326
H -0.074 -0.385 1.089



Entry 3:
Entry from the Open Molecules 2025 dataset: 2 unconnected molecules or ions with the total composition CH5NOS (ωB97M-V/def2-TZVPD).

Summary:
Highest occupied orbital energy (eV): -9.70
Energy (Ha): -569.288150
Maximum force (Eh/bohr): 0.01410
Relative energy (zero: lowest compared OMol25 entry of this formula, charge and spin) (kcal per mole): 0.0
Total charge: 0
SMILES: NC=O.S

Geometry (Å):
S: 1.369797 0.292081 -1.523412
H: 0.432776 -0.539903 -1.004172
H: 1.912227 0.495483 -0.312008
C: -1.194598 -0.401793 1.350446
N: -0.686460 0.843130 1.302399
O: -1.161503 -1.208756 0.457406
H: -1.622626 -0.650876 2.331950
H: -0.790532 1.483824 2.063417
H: -0.275378 1.218744 0.468768

Atomic forces in eV per Å
S -0.196 -0.115 0.232
H 0.166 0.116 -0.137
H 0.057 -0.055 -0.104
C 0.039 0.036 0.579
N 0.075 0.500 0.100
O 0.069 -0.341 -0.636
H -0.125 0.060 0.099
H -0.122 -0.068 0.277
H 0.036 -0.134 -0.409



Entry 4:
Entry from the Open Molecules 2025 dataset: a single CH5NOS molecule in a non-equilibrium geometry (ωB97M-V/def2-TZVPD).

Summary:
Highest occupied orbital energy (eV): -8.69
Energy (Ha): -569.140030
Maximum force (Eh/bohr): 0.08753
Relative energy (zero: lowest compared OMol25 entry of this formula, charge and spin) (kcal per mole): 92.9
Total charge: 0
SMILES: C=[S@H](N)=O

Geometry (Å):
C: 0.237482 1.482498 -0.057015
N: 0.315727 -1.308056 -0.171137
O: -1.878981 0.147236 0.011522
S: -0.509072 0.135335 0.303302
H: -0.111721 1.783124 -1.009569
H: 1.257027 1.218346 0.212412
H: 0.604270 -1.245470 -1.137263
H: 0.284210 -2.151061 0.277441
H: -0.198938 -0.061948 1.570306

Atomic forces in eV per Å
C 1.105 -0.454 0.539
N -0.278 4.274 -1.382
O -3.014 -0.899 -0.413
S 2.106 -1.497 0.389
H 0.241 0.817 -0.940
H 0.552 1.020 -0.499
H -0.003 -0.418 0.103
H -0.486 -2.460 1.261
H -0.223 -0.382 0.941



Entry 5:
Entry from the Open Molecules 2025 dataset: a single CH5NOS2 molecule in a non-equilibrium geometry (ωB97M-V/def2-TZVPD).

Summary:
Highest occupied orbital energy (eV): -8.55
Energy (Ha): -967.368166
Maximum force (Eh/bohr): 0.04943
Relative energy (zero: lowest compared OMol25 entry of this formula, charge and spin) (kcal per mole): 68.5
Total charge: 0
SMILES: OCN(S)S

Geometry (Å):
C: -0.250430 0.797040 0.746827
N: 0.219697 -0.441454 -0.343377
O: -1.559458 0.911787 1.147407
S: 1.884058 -0.295377 -0.281826
S: -0.653110 -0.854098 -1.906189
H: 0.292220 0.499131 1.613086
H: 0.275789 1.738999 0.442494
H: -2.014764 1.497609 0.523863
H: 2.233924 -1.596710 -0.072813
H: -0.427927 -2.256927 -1.869471

Atomic forces in eV per Å
C 0.881 -0.920 -1.018
N -2.035 1.209 0.926
O 0.138 0.192 -1.330
S 0.854 -0.479 -0.833
S 1.331 -0.423 1.705
H 0.419 -0.783 0.447
H -0.948 -0.594 -0.491
H -0.098 -0.258 0.208
H -0.239 0.376 0.100
H -0.303 1.681 0.287



Entry 6:
Entry from the Open Molecules 2025 dataset: 2 unconnected molecules or ions with the total composition CH5NS in a non-equilibrium geometry (ωB97M-V/def2-TZVPD).

Summary:
Highest occupied orbital energy (eV): -9.37
Energy (Ha): -493.992372
Maximum force (Eh/bohr): 0.04469
Relative energy (zero: lowest compared OMol25 entry of this formula, charge and spin) (kcal per mole): 11.0
Total charge: 0
SMILES: C=N.S

Geometry (Å):
S: 0.386924 0.397457 -1.688515
H: 0.958282 1.585901 -1.368130
C: -0.918715 -0.794969 2.246554
N: -0.113591 -0.163898 1.545904
H: -0.514303 -1.288416 3.167971
H: -1.946286 -0.834338 1.978207
H: 0.798751 0.462271 -2.989923
H: 0.820190 -0.367624 1.927461

Atomic forces in eV per Å
S 0.343 0.304 -0.495
H -0.195 -0.426 -0.153
C 0.476 -1.014 2.007
N 1.630 0.477 -1.171
H -1.022 -0.100 -0.602
H -0.955 -0.003 0.073
H -0.156 0.083 0.630
H -0.120 0.679 -0.288



Entry 7:
Entry from the Open Molecules 2025 dataset: 2 unconnected molecules or ions with the total composition CH5O2 in a non-equilibrium geometry (ωB97M-V/def2-TZVPD).

Summary:
Highest occupied orbital energy (eV): -2.66
Energy (Ha): -191.566905
Maximum force (Eh/bohr): 0.03798
Relative energy (zero: lowest compared OMol25 entry of this formula, charge and spin) (kcal per mole): 3.3
Total charge: -1

Geometry (Å):
C: 1.169691 0.812971 0.907445
O: 0.161323 0.013832 0.629822
H: 1.980038 0.892296 0.128512
H: 0.983627 1.885089 1.149575
H: 1.811888 0.514327 1.785552
H: -1.865658 -1.382689 -1.055364
H: -0.733343 -0.384542 -0.609969
O: -1.212997 -0.768284 -1.401582

Atomic forces in eV per Å
C 1.880 0.458 0.262
O -1.100 -0.498 0.040
H -0.172 -0.014 -0.316
H -0.541 0.244 -0.064
H -0.236 -0.218 0.191
H 0.149 0.108 0.122
H 0.578 0.107 0.400
O -0.558 -0.187 -0.635



Entry 8:
Entry from the Open Molecules 2025 dataset: 2 unconnected molecules or ions with the total composition CH5O2P in a non-equilibrium geometry (ωB97M-V/def2-TZVPD).

Summary:
Highest occupied orbital energy (alpha / beta) (eV): -9.69 / -8.22
Energy (Ha): -532.707511
Maximum force (Eh/bohr): 0.07211
Relative energy (zero: lowest compared OMol25 entry of this formula, charge and spin) (kcal per mole): 138.9
Total charge: 0

Geometry (Å):
C: 1.341968 0.310687 0.503575
O: -1.410931 0.053360 0.094913
O: -2.815783 0.218188 -0.008088
P: 0.779801 -1.392378 0.079212
H: 2.325039 0.534148 -0.002284
H: 1.451666 0.291781 1.561193
H: 0.467590 1.026187 0.217620
H: -2.803243 0.409356 -1.013320
H: 0.663894 -1.451326 -1.432825

Atomic forces in eV per Å
C -0.825 0.355 -2.216
O -1.380 0.492 0.494
O 2.619 -0.157 -2.620
P -0.731 -0.304 -1.109
H -1.166 0.122 0.474
H 0.195 0.177 0.868
H 1.701 -0.891 0.373
H -0.765 -0.395 2.174
H 0.351 0.601 1.561



Entry 9:
Entry from the Open Molecules 2025 dataset: 2 unconnected molecules or ions with the total composition CH5O2PS in a non-equilibrium geometry (ωB97M-V/def2-TZVPD).

Summary:
Highest occupied orbital energy (eV): -9.36
Energy (Ha): -931.054086
Maximum force (Eh/bohr): 0.08262
Relative energy (zero: lowest compared OMol25 entry of this formula, charge and spin) (kcal per mole): 69.6
Total charge: 0
SMILES: [PH3]=S.O=CO

Geometry (Å):
C: 0.235077 -0.723150 1.355772
O: -0.836646 -0.657208 2.187992
O: 0.834866 0.246089 0.975514
P: -0.077790 0.459222 -1.669978
S: -0.973322 -1.065554 -1.036070
H: 0.743202 -1.753224 1.434145
H: -1.097160 0.210855 2.102626
H: 1.053048 0.810065 -1.184675
H: 0.475537 0.727539 -2.891332
H: -0.356811 1.745367 -1.273994

Atomic forces in eV per Å
C 1.940 -1.316 2.430
O 1.307 -3.289 -0.905
O -0.188 0.229 -0.010
P -0.539 1.321 -0.727
S -1.440 -1.678 -0.413
H -1.181 1.135 -0.595
H -1.384 3.459 0.063
H 3.790 -0.271 1.900
H -0.667 -0.354 -1.527
H -1.637 0.765 -0.217



Entry 10:
Entry from the Open Molecules 2025 dataset: a molecular structure, CH5O3 in a non-equilibrium geometry (ωB97M-V/def2-TZVPD).

Summary:
Highest occupied orbital energy (eV): -17.32
Energy (Ha): -266.532615
Maximum force (Eh/bohr): 0.04370
Relative energy (zero: lowest compared OMol25 entry of this formula, charge and spin) (kcal per mole): 11.9
Total charge: +1

Geometry (Å):
O: -0.922504 -1.536908 -0.088266
H: -1.115790 -2.350427 0.411990
H: -1.737882 -1.116123 -0.385756
H: -0.109760 -0.847849 0.494261
O: 0.181205 0.266505 1.031921
C: 0.682721 1.111756 0.284555
O: 0.381272 1.199459 -0.968078
H: 1.511384 1.711502 0.677412
H: 1.129354 1.562087 -1.458041

Atomic forces in eV per Å
O 1.110 -1.077 0.466
H -0.181 0.140 -0.303
H -0.125 0.200 0.125
H -1.823 1.286 -0.267
O 0.513 -0.231 -0.399
C 1.023 -0.789 0.979
O -0.124 -0.545 -0.173
H -0.345 0.416 -0.044
H -0.048 0.600 -0.384